{
  "formula": "C39H42N8O3Sr",
  "method": "the ωB97M-V functional and the def2-TZVPD basis",
  "symbols": ["Sr", "N", "C", "C", "O", "N", "C", "C", "O", "O", "H", "H", "H", "H", "H", "H", "C", "C", "C", "C", "C", "C", "C", "C", "C", "C", "C", "C", "H", "H", "H", "H", "H", "H", "H", "H", "H", "H", "H", "H", "H", "H", "H", "H", "H", "H", "C", "C", "C", "C", "C", "C", "N", "N", "C", "C", "C", "C", "C", "N", "H", "H", "H", "H", "H", "H", "H", "H", "H", "N", "C", "C", "C", "C", "C", "C", "N", "C", "C", "C", "C", "N", "C", "C", "H", "H", "H", "H", "H", "H", "H", "H", "H"],
  "coordinates": [[-0.2748, -0.4029, -1.0435], [-2.6731, 1.7810, -4.0898], [-3.1926, 1.4802, -2.7718], [-2.0695, 1.3201, -1.7657], [-0.8716, 1.5891, -2.1641], [-2.2400, 0.8279, -0.5693], [-3.4185, 0.0442, -0.2238], [-3.2434, -1.4193, -0.6709], [-4.2000, -2.0897, -0.9686], [-2.0227, -1.8015, -0.7394], [-1.7305, 2.1498, -3.9642], [-3.2386, 2.4853, -4.5490], [-3.7694, 0.5469, -2.7837], [-3.8723, 2.2582, -2.3846], [-4.3659, 0.4122, -0.6289], [-3.5202, 0.0375, 0.8629], [-0.5760, -2.1260, 3.4664], [-0.0140, -2.6658, 2.1766], [1.2913, -2.3421, 1.7836], [2.2276, -1.6007, 2.7035], [1.7488, -2.7200, 0.5197], [3.1420, -2.3258, 0.1051], [0.9331, -3.4845, -0.3286], [1.4048, -3.7940, -1.7270], [-0.3109, -3.9233, 0.1250], [-1.2057, -4.7937, -0.7091], [-0.7971, -3.4773, 1.3580], [-2.2035, -3.8519, 1.7237], [-0.5899, -2.8751, 4.2587], [-1.6012, -1.7858, 3.3414], [-0.0089, -1.2777, 3.8348], [2.2756, -0.5311, 2.4805], [3.2428, -1.9843, 2.6177], [1.9449, -1.7016, 3.7457], [3.8850, -3.0261, 0.4940], [3.4095, -1.3437, 0.4900], [3.2670, -2.2999, -0.9715], [2.1325, -4.6081, -1.7499], [1.8926, -2.9330, -2.1843], [0.5865, -4.0687, -2.3841], [-2.0046, -4.1997, -1.1442], [-1.6742, -5.5615, -0.0964], [-0.6741, -5.3066, -1.5016], [-2.2987, -4.9278, 1.8759], [-2.8858, -3.5851, 0.9202], [-2.5461, -3.3731, 2.6321], [-3.9594, -2.3290, -5.3179], [-3.3773, -2.5252, -4.0712], [-2.0798, -2.0932, -3.8404], [-1.3979, -1.4554, -4.8670], [-1.9609, -1.2718, -6.1175], [-3.2566, -1.7093, -6.3416], [-0.0885, -0.9011, -4.7138], [0.3247, -0.8418, -3.5298], [1.6607, -0.2176, -3.4564], [2.3438, 0.2271, -4.5773], [3.6044, 0.7585, -4.3934], [4.1334, 0.8152, -3.1114], [3.3624, 0.3481, -2.0644], [2.1373, -0.1512, -2.2239], [-4.9729, -2.6626, -5.4891], [-3.9220, -2.9817, -3.2574], [-1.6440, -2.2413, -2.8592], [-1.3910, -0.7678, -6.8830], [-3.7156, -1.5549, -7.3066], [1.8881, 0.1466, -5.5521], [4.1693, 1.1175, -5.2407], [5.1201, 1.2088, -2.9239], [3.7323, 0.3633, -1.0483], [1.9231, 5.0395, 3.7541], [1.8135, 5.7702, 4.9197], [2.3541, 6.9881, 5.3126], [2.0264, 7.4228, 6.5785], [1.1897, 6.6756, 7.4257], [0.6576, 5.4728, 7.0246], [0.9774, 5.0173, 5.7472], [0.5811, 3.8587, 5.1028], [1.1610, 3.9191, 3.9376], [1.0225, 2.8822, 2.9054], [1.7453, 2.8955, 1.7242], [1.5513, 1.8667, 0.8172], [0.6977, 0.8692, 1.0145], [-0.0171, 0.8770, 2.1417], [0.1249, 1.8439, 3.1181], [2.4306, 5.2960, 2.9256], [2.9965, 7.5676, 4.6694], [2.4219, 8.3635, 6.9297], [0.9626, 7.0589, 8.4073], [0.0138, 4.8951, 7.6661], [2.4562, 3.6722, 1.4891], [2.0920, 1.8605, -0.1169], [-0.7229, 0.0708, 2.2694], [-0.4602, 1.8107, 4.0213]],
  "atomic_forces_ev_per_a": [[1.78, -0.96, 0.88], [0.16, 0.25, -0.30], [-0.40, -0.01, 0.22], [-0.01, 0.15, -0.05], [-0.46, 0.56, -0.09], [-0.64, 0.19, 0.26], [-0.20, 0.43, -0.17], [0.94, 0.93, -0.02], [-1.51, -0.93, -0.18], [-0.36, -0.55, 0.17], [-0.17, -0.06, -0.07], [0.10, -0.11, 0.02], [0.03, 0.07, -0.04], [0.11, -0.15, -0.03], [0.03, 0.03, 0.02], [-0.05, 0.03, 0.10], [0.00, -0.03, 0.19], [0.05, 0.05, -0.01], [0.00, 0.03, -0.02], [0.13, 0.03, 0.10], [-0.03, 0.05, -0.03], [0.12, -0.01, -0.02], [0.07, 0.10, -0.04], [0.09, -0.10, -0.16], [0.00, 0.07, -0.05], [0.13, -0.22, 0.03], [-0.03, -0.02, -0.01], [-0.03, -0.08, 0.13], [0.00, -0.10, 0.05], [-0.08, 0.03, -0.03], [0.05, 0.00, 0.06], [0.00, -0.02, -0.01], [0.02, -0.05, 0.00], [-0.03, -0.03, 0.08], [0.02, -0.07, 0.06], [0.00, 0.07, 0.01], [0.00, -0.02, -0.04], [0.03, -0.07, 0.03], [-0.02, 0.02, 0.01], [-0.07, -0.02, -0.02], [-0.15, 0.13, -0.07], [-0.02, -0.05, 0.04], [0.07, -0.05, -0.09], [0.02, -0.08, 0.03], [-0.09, 0.05, -0.10], [-0.04, 0.03, 0.09], [-0.03, 0.00, -0.03], [0.23, 0.05, 0.08], [-0.35, -0.12, 0.05], [0.80, 0.28, 0.17], [-0.28, -0.10, -0.10], [0.13, 0.03, 0.02], [-0.26, -0.27, 1.22], [0.92, 0.61, -1.67], [-0.89, -0.56, -0.34], [0.12, 0.08, -0.14], [-0.10, -0.04, 0.01], [-0.04, -0.04, 0.08], [0.06, 0.09, 0.04], [0.09, -0.07, -0.16], [-0.07, -0.01, -0.02], [-0.06, -0.03, 0.02], [-0.05, -0.04, -0.13], [0.05, 0.05, -0.05], [-0.06, -0.01, -0.06], [-0.01, 0.00, 0.02], [0.06, 0.03, -0.05], [0.07, 0.03, 0.01], [0.07, 0.04, 0.05], [-0.05, 0.07, 0.23], [0.15, 0.15, -0.14], [-0.04, -0.03, 0.09], [-0.03, 0.02, 0.08], [0.09, 0.09, -0.10], [0.04, 0.02, -0.06], [-0.11, -0.12, 0.07], [0.14, 0.15, -0.08], [-0.06, -0.39, -0.31], [-0.06, 0.09, 0.26], [0.02, -0.17, -0.12], [-0.02, 0.15, 0.13], [0.00, 0.21, 0.09], [0.11, 0.18, 0.04], [-0.08, -0.15, -0.23], [-0.06, -0.01, 0.07], [0.08, 0.07, -0.09], [0.04, 0.09, 0.04], [-0.02, 0.06, 0.13], [-0.10, -0.10, 0.08], [0.07, 0.07, -0.02], [0.09, 0.00, -0.15], [-0.09, -0.03, -0.08], [-0.06, 0.02, 0.12]],
  "de_lowest_kcal_mol": 0.0,
  "e_tot_ha": -2205.979803,
  "homo_lumo_gap_ev": 6.87,
  "fmax_ev_per_a": 2.2
}

***

{
  "formula": "C39H43As2ClMnSi2",
  "method": "the ωB97M-V functional and the def2-TZVPD basis",
  "symbols": ["C", "C", "C", "H", "C", "C", "H", "H", "H", "H", "Mn", "Si", "C", "C", "H", "C", "H", "C", "H", "C", "H", "C", "H", "C", "C", "H", "C", "H", "C", "H", "C", "H", "C", "H", "H", "Si", "C", "C", "H", "C", "H", "C", "H", "C", "H", "C", "H", "C", "C", "H", "C", "H", "C", "H", "C", "H", "C", "H", "H", "Cl", "C", "As", "C", "C", "C", "C", "C", "C", "C", "As", "C", "C", "H", "H", "H", "H", "H", "H", "H", "H", "H", "H", "H", "H", "H", "H", "H", "H"],
  "coordinates": [[1.1728, 3.9629, 1.6454], [2.0414, 2.8130, 1.6206], [2.1955, 2.4065, 0.2487], [2.5447, 2.3757, 2.4803], [1.4186, 3.2991, -0.5659], [0.8000, 4.2677, 0.2972], [0.2588, 5.1592, -0.0171], [0.9238, 4.5545, 2.5302], [2.8266, 1.6073, -0.1073], [1.3747, 3.3073, -1.6537], [0.1108, 2.2711, 0.8258], [-0.4821, -0.7893, -0.2145], [0.5764, -1.5327, 1.1868], [-0.0601, -2.6394, 1.7568], [-1.0827, -2.8995, 1.4762], [0.6218, -3.4725, 2.6338], [0.1622, -4.4079, 2.9385], [1.8927, -3.1192, 3.0948], [2.4342, -3.7848, 3.7670], [2.4505, -1.9032, 2.6822], [3.4116, -1.6134, 3.1046], [1.7914, -1.0913, 1.7554], [2.2268, -0.1082, 1.5119], [0.6939, -0.0516, -1.5028], [1.9840, -0.5877, -1.6733], [2.4121, -1.2241, -0.8892], [2.7000, -0.3875, -2.8578], [3.6454, -0.8941, -3.0305], [2.1883, 0.4500, -3.8506], [2.7190, 0.5993, -4.7905], [0.9436, 1.0620, -3.6555], [0.5516, 1.7159, -4.4359], [0.2009, 0.7977, -2.5049], [-0.7898, 1.2581, -2.4096], [-1.2880, 0.1768, 0.6963], [-0.7393, -3.2018, -2.0721], [0.1102, -3.0640, -3.7358], [1.0528, -4.0269, -4.1397], [1.2665, -4.8849, -3.5092], [1.7210, -3.8983, -5.3575], [2.4598, -4.6438, -5.6567], [1.4620, -2.8067, -6.1960], [2.0106, -2.6713, -7.1356], [0.4880, -1.8703, -5.8170], [0.2981, -1.0042, -6.4501], [-0.2199, -2.0216, -4.6297], [-1.0088, -1.3215, -4.3782], [0.2217, -4.4429, -1.0561], [1.5447, -4.1899, -0.6807], [1.9795, -3.2046, -0.8559], [2.2912, -5.1844, -0.0512], [3.2975, -4.9583, 0.2841], [1.7440, -6.4538, 0.1456], [2.3385, -7.2394, 0.6200], [0.4243, -6.7225, -0.2508], [0.0039, -7.7205, -0.1038], [-0.3473, -5.7161, -0.8249], [-1.3789, -5.9045, -1.1226], [-2.0898, -3.8823, -2.2147], [-2.1370, -1.3705, -1.5630], [-2.3100, 4.4140, -1.1197], [-2.0556, 3.0351, 0.2410], [-3.6514, 1.9104, 0.0664], [-2.5155, 4.0244, 1.9173], [-3.2514, 5.2112, 1.9050], [-3.4443, 5.9072, 3.1123], [-2.9220, 5.4085, 4.3053], [-2.1826, 4.2103, 4.3226], [-1.9818, 3.5245, 3.1136], [-0.7676, 1.9411, 2.9774], [0.3618, 2.2308, 4.5343], [-1.8620, 0.4178, 3.5137], [-3.3197, 4.8222, -1.0257], [-2.1785, 3.9315, -2.0985], [-1.5572, 5.1977, -0.9968], [-3.9779, 1.5875, 1.0588], [-4.4299, 2.5214, -0.4167], [-3.3922, 1.0460, -0.5501], [-3.6378, 5.5942, 0.9606], [-3.9957, 6.8506, 3.0956], [-3.0705, 5.9538, 5.2447], [-1.7585, 3.8113, 5.2416], [-0.1745, 1.8488, 5.4170], [1.2896, 1.6627, 4.3851], [0.5778, 3.2921, 4.6327], [-2.1741, 0.5857, 4.5572], [-2.7296, 0.3685, 2.8481], [-1.2542, -0.4818, 3.4159]],
  "atomic_forces_ev_per_a": [[0.63, 0.90, -0.68], [-0.25, -0.05, -0.69], [-0.08, 1.12, 0.21], [-0.21, 0.09, -0.28], [0.39, 0.03, 0.40], [1.20, 0.26, 0.76], [0.04, -0.49, 0.14], [-0.03, -0.31, -0.42], [-0.15, -0.04, -0.03], [-0.07, -0.13, 0.40], [-0.05, -1.06, -0.36], [1.79, 0.55, 0.67], [-0.85, 0.27, 0.32], [0.56, -0.42, 0.03], [0.27, -0.12, -0.20], [0.11, 0.03, 0.41], [0.05, 0.14, 0.14], [-0.26, 0.08, -0.42], [-0.11, 0.23, -0.17], [-0.13, -0.20, 0.27], [-0.19, 0.12, -0.15], [0.03, -0.14, -0.23], [-0.17, -0.67, -0.21], [-0.35, 0.11, -0.05], [0.06, -0.25, -0.13], [-0.19, 0.25, -0.37], [-0.18, 0.27, 0.12], [-0.08, 0.10, 0.19], [-0.47, -0.01, 0.21], [-0.05, -0.04, 0.29], [0.29, -0.03, -0.02], [0.01, -0.14, 0.25], [0.09, 0.14, -0.33], [0.26, -0.25, -0.01], [0.11, -0.42, -1.04], [-0.01, -1.79, 0.07], [-0.41, 0.61, -0.43], [0.03, 0.35, -0.04], [0.05, 0.17, 0.02], [-0.05, 0.22, -0.28], [-0.24, 0.17, 0.11], [-0.18, 0.15, 0.39], [-0.23, -0.12, 0.44], [0.16, -0.19, -0.24], [-0.06, -0.26, 0.04], [0.62, -0.48, 0.22], [0.13, 0.09, 0.03], [-0.10, -0.25, -0.09], [-0.10, -0.38, 0.28], [-0.09, -0.34, 0.04], [-0.14, 0.02, -0.13], [-0.02, -0.12, -0.06], [-0.28, 0.00, -0.01], [-0.20, 0.28, -0.18], [0.26, -0.02, 0.18], [0.14, 0.34, -0.02], [0.45, 0.47, 0.02], [0.24, -0.01, 0.07], [0.60, 0.20, -0.03], [-1.23, 1.07, 0.01], [-0.01, -0.41, -0.06], [-1.02, 0.74, 0.76], [0.13, 0.30, -0.38], [0.23, -0.08, -0.41], [0.22, -0.15, 0.57], [0.00, -0.16, -0.42], [0.23, -0.28, 0.28], [-0.40, 0.15, -0.84], [0.24, -0.19, 0.24], [-0.90, 0.53, 0.77], [-0.09, -0.61, 0.03], [-0.02, 0.45, 0.21], [0.19, -0.03, -0.19], [-0.12, 0.25, 0.23], [-0.29, -0.17, -0.04], [0.08, 0.07, -0.20], [0.17, -0.38, 0.23], [-0.24, 0.10, 0.07], [0.01, 0.05, 0.36], [0.18, -0.34, 0.11], [0.03, -0.19, -0.45], [-0.16, 0.23, -0.07], [0.34, 0.24, -0.22], [-0.26, 0.17, 0.20], [0.04, -0.05, 0.05], [0.02, -0.22, -0.45], [0.15, -0.09, 0.20], [-0.09, -0.03, 0.05]],
  "e_tot_ha": -8173.338418,
  "spin_multiplicity": 5,
  "homo_lumo_gap_ev": [5.88, 7.78],
  "charge": 1,
  "fmax_ev_per_a": 2.0
}